Below is a molecular structure, C17H24Cl2O2Re at a distorted geometry, with properties calculated with ωB97M-V/def2-TZVPD.

Output
<S²>: 3.7664
strongest force on any atom: 4.0 eV Å⁻¹
net charge: -2
LUMO (spin up / spin down): 5.2 / 5.1 eV
total energy: -49285.5754 eV
spin multiplicity: 4

Element x y z (Å)
H (-4.286, -1.622, 0.038)
H (-2.944, -0.221, -2.836)
C (1.792, -1.566, 1.689)
H (-3.743, 2.406, -1.026)
H (2.908, -5.177, 2.762)
C (1.280, -3.731, 2.720)
H (-3.549, 1.641, 0.566)
C (-1.915, 1.371, -0.755)
H (4.517, -3.646, 1.605)
H (-0.129, -2.106, 2.503)
C (1.667, 2.514, -0.346)
C (0.894, -2.440, 2.346)
Cl (1.351, -1.438, -1.383)
C (-0.879, 1.973, 0.031)
H (-1.339, -0.026, 2.208)
H (2.512, 1.927, -0.712)
H (-2.174, 0.975, -3.906)
Cl (-1.486, -2.164, -0.901)
H (-1.917, 2.439, 1.837)
C (3.097, -2.026, 1.430)
O (-1.230, -0.645, 1.461)
H (1.002, 0.368, 2.082)
C (1.039, 1.112, -3.094)
H (-1.381, -0.572, -3.570)
C (1.377, -0.227, 1.242)
H (-1.213, 3.845, 1.031)
H (-0.164, 2.727, 1.913)
H (0.821, 0.247, -3.716)
H (-3.885, 0.598, -0.798)
H (3.776, -1.384, 0.885)
C (-1.989, 0.221, -3.124)
C (-1.307, 0.839, -1.956)
C (-1.052, 2.789, 1.282)
H (2.063, 0.998, -2.742)
Re (-0.421, -0.112, -0.217)
C (3.506, -3.314, 1.817)
C (2.602, -4.171, 2.464)
C (0.359, 1.841, -0.699)
C (0.091, 1.173, -1.932)
H (0.994, 2.018, -3.727)
H (1.739, 3.516, -0.796)
C (-3.371, 1.516, -0.500)
H (0.565, -4.394, 3.206)
H (1.772, 2.628, 0.738)
O (-3.548, -0.970, 0.125)
H (2.201, 0.270, 0.755)

natural (NBO) atomic charge list, values in e, 4 entries:
1 H 0.396
2 H 0.258
3 C 0.004
4 H 0.162